{
  "formula": "C22H37AsBCoN6O2",
  "method": "wB97M-V/def2-TZVPD",
  "symbols": ["As", "Co", "O", "O", "N", "N", "N", "N", "N", "N", "C", "C", "C", "C", "C", "C", "C", "C", "C", "C", "C", "C", "C", "C", "C", "C", "C", "C", "C", "C", "C", "C", "B", "H", "H", "H", "H", "H", "H", "H", "H", "H", "H", "H", "H", "H", "H", "H", "H", "H", "H", "H", "H", "H", "H", "H", "H", "H", "H", "H", "H", "H", "H", "H", "H", "H", "H", "H", "H", "H"],
  "positions_angstrom": [[0.0486, -3.9921, -0.1295], [-0.3632, -0.2616, 0.1309], [-3.1622, 0.5633, 0.1686], [-0.0673, -2.3463, -0.0774], [0.4552, 2.4287, 0.7962], [-0.4599, -0.1283, 2.2344], [-0.3179, 1.8841, -0.1770], [1.6571, -0.0382, -0.2513], [0.5209, 0.7144, 2.6425], [2.2085, 0.6729, 0.7579], [-0.7727, 2.9005, -0.9316], [1.0910, -1.1923, -2.8311], [2.6551, -0.5771, -0.9569], [1.1405, -4.6963, 1.3044], [-1.0180, -0.6420, 3.3479], [-0.3897, -0.0907, 4.4702], [-3.3211, -1.4937, 2.5782], [3.5427, 0.5812, 0.7037], [3.8773, -0.2076, -0.3766], [0.4401, 3.7635, 0.7045], [-0.3410, 4.1112, -0.3706], [3.5590, -1.0781, -3.2262], [-2.2519, -0.0174, -0.1245], [-1.5482, 2.8637, -2.2285], [-2.1061, -1.6758, 3.4844], [0.5749, 0.7557, 3.9765], [2.4667, -1.3987, -2.2014], [-1.4112, 1.5845, -3.0504], [-1.7044, -4.8135, -0.1085], [-1.5395, -3.0856, 3.2972], [-3.0110, 3.2762, -2.0046], [0.8995, -4.5988, -1.7558], [1.3730, 1.5760, 1.6897], [0.2886, -1.4537, -2.1387], [1.9390, -4.2785, -1.7572], [-0.5390, 5.0986, -0.7516], [0.8674, -5.6879, -1.7855], [-4.1398, -2.1091, 2.9507], [2.1844, -4.6338, 1.0026], [0.8727, -5.7362, 1.4864], [-2.1966, -4.5828, -1.0517], [-3.6561, -0.4583, 2.5516], [1.0041, 4.3701, 1.3933], [3.4157, -1.6827, -4.1218], [-1.1332, -3.1601, 2.2897], [-2.3325, -3.8266, 3.4165], [0.9794, -0.1479, -3.1262], [-0.7564, -3.3016, 4.0244], [-2.4421, -1.5828, 4.5181], [-3.0861, -1.8255, 1.5668], [0.9880, -1.8070, -3.7260], [-1.8613, 0.7191, -2.5748], [-0.6178, -0.3022, 5.5008], [-2.2922, -4.4092, 0.7118], [-3.5346, 3.3367, -2.9597], [4.5547, -1.2800, -2.8348], [0.3858, -4.1891, -2.6228], [0.9941, -4.1126, 2.2081], [-1.6040, -5.8920, 0.0033], [-3.5372, 2.5695, -1.3681], [4.1632, 1.0875, 1.4243], [3.5101, -0.0252, -3.5085], [-3.0577, 4.2560, -1.5304], [-1.9037, 1.7130, -4.0139], [1.2875, 1.3787, 4.4903], [-1.0925, 3.6543, -2.8298], [2.0954, 2.2710, 2.3312], [-0.3606, 1.3574, -3.2301], [4.8702, -0.4690, -0.6974], [2.5708, -2.4504, -1.9179]],
  "forces_ev_per_angstrom": [[0.071, -0.627, -0.132], [1.806, -1.008, -0.271], [-0.587, -0.118, -0.338], [-0.322, 0.720, 0.142], [-0.086, 0.172, 0.233], [-0.024, -0.197, -0.068], [-0.088, -0.043, -0.386], [-0.020, -0.142, 0.146], [0.090, 0.248, 0.295], [0.394, 0.169, 0.095], [0.108, 0.219, 0.209], [0.080, 0.078, 0.080], [0.221, 0.078, 0.099], [-0.138, 0.086, -0.149], [0.063, 0.253, 0.246], [0.002, -0.114, -0.025], [0.144, 0.081, 0.167], [-0.030, -0.089, -0.107], [0.008, -0.026, 0.060], [-0.015, 0.013, -0.047], [0.070, -0.015, -0.140], [-0.064, -0.038, 0.103], [-1.140, 0.593, 0.261], [-0.222, -0.192, 0.124], [0.024, -0.084, -0.302], [-0.071, -0.105, 0.056], [-0.145, 0.049, -0.055], [0.165, 0.192, 0.102], [0.236, 0.125, 0.031], [-0.086, 0.093, 0.131], [0.165, 0.012, -0.125], [-0.089, -0.010, 0.191], [-0.241, -0.231, -0.282], [0.027, 0.006, -0.127], [-0.067, -0.044, 0.018], [0.019, 0.003, 0.021], [-0.056, 0.003, 0.009], [-0.025, -0.017, -0.078], [-0.006, 0.013, -0.030], [0.011, 0.000, -0.015], [0.023, -0.009, -0.019], [-0.038, 0.000, -0.021], [0.011, -0.035, 0.003], [0.032, 0.004, -0.020], [0.067, -0.045, 0.006], [0.029, -0.029, -0.008], [0.008, -0.076, -0.017], [0.053, -0.008, -0.060], [-0.020, 0.019, 0.012], [-0.053, 0.005, -0.124], [-0.017, -0.009, -0.024], [-0.140, -0.189, 0.145], [-0.007, 0.020, -0.010], [0.042, 0.000, 0.033], [-0.009, -0.010, 0.015], [0.015, -0.006, -0.030], [-0.021, 0.017, 0.026], [-0.070, 0.043, 0.002], [-0.001, -0.002, -0.020], [-0.057, -0.078, 0.041], [-0.032, 0.028, -0.009], [0.021, -0.006, -0.021], [-0.045, -0.012, 0.025], [0.000, -0.003, -0.005], [0.011, 0.038, -0.092], [0.020, 0.029, 0.023], [0.044, 0.059, 0.080], [-0.060, 0.033, -0.024], [-0.022, 0.022, -0.042], [0.030, 0.093, -0.009]],
  "total_charge": 1,
  "spin_multiplicity": 4,
  "largest_force_ev_per_a": 2.09,
  "s_squared": 3.76,
  "gap_ev": [9.237, 8.184]
}